Molecular formula: C14H16O
Method: DFT, ωB97M-V with the def2-TZVPD basis set

```
! RIJCOSX wB97M-V def2-TZVPD def2/J DEFGRID3
* xyz 0 1
C -0.34 -3.38 -1.54
C -0.63 -4.67 -2.29
C -1.07 -1.33 -0.60
C 0.87 -3.33 -0.87
H 0.01 4.29 -0.57
C -1.36 -2.44 -1.38
H 1.70 -4.01 -1.02
H -1.71 -4.92 -2.39
H 1.04 1.37 3.23
H -2.25 -2.65 -1.99
C -0.20 1.75 1.59
C 0.89 2.04 2.39
C 1.47 3.85 0.88
C -0.56 2.52 0.47
H -1.85 2.62 -1.26
H 3.05 2.53 3.35
H 2.11 -1.99 0.32
H -0.15 -4.58 -3.27
C 1.12 -2.21 -0.08
C 0.26 3.61 0.22
H 2.11 4.62 0.46
C 0.18 -1.18 -0.01
H -0.25 -5.59 -1.84
O 2.87 3.24 2.74
H 0.36 -0.25 0.49
H -0.89 0.94 1.81
C 1.81 2.98 1.90
H -1.79 -0.53 -0.51
H -2.24 1.33 -0.18
C -1.89 2.35 -0.21
H -2.68 3.01 0.14
*
```

Properties
Kohn-Sham gap ... 0.341 Ha
LUMO ... 0.0300 Ha
SMILES string ... Cc1ccc(O)cc1.Cc1ccccc1
E ... -618.27909 Ha
E_HOMO ... -8.475 eV

Molecular formula: C28H24AsCl2CrN5S4
Method: DFT, ωB97M-V with the def2-TZVPD basis set

```
! RIJCOSX wB97M-V def2-TZVPD def2/J DEFGRID3
* xyz -1 2
H -1.39 -4.20 4.70
H 1.72 1.79 -5.59
H 2.59 -2.87 5.57
H -0.74 -0.78 -2.45
H -1.53 0.71 2.98
C -3.42 0.48 2.01
H -1.52 1.55 -2.35
H -1.28 4.28 -1.81
S 0.17 3.23 -3.96
C -2.07 0.24 2.16
H 2.13 -3.92 -3.08
S 1.69 0.53 -1.12
H 2.53 -1.39 3.61
H -1.46 -2.70 2.74
H -2.28 -0.78 -3.33
N 4.24 -0.55 2.10
H 1.20 -5.11 -1.12
N 0.28 0.64 -4.68
C 1.70 -2.84 4.95
C 1.82 4.39 1.52
Cl -1.17 5.58 0.15
H 0.50 -3.81 0.88
H 0.14 -1.46 -4.55
C -4.11 -0.08 0.94
C 0.53 -1.96 3.04
N 2.05 6.94 1.18
H 1.94 0.04 -5.78
C 1.95 5.80 1.34
H -1.17 -0.68 -5.46
S 1.02 2.17 2.81
C -1.28 -0.36 -3.30
C -2.08 -1.11 0.18
C 1.15 3.89 2.59
H -2.81 4.24 -0.85
C 3.41 0.14 1.68
C -0.57 -2.75 3.35
C 0.55 4.74 3.56
H 2.35 -1.46 -3.05
N -1.31 1.10 -3.23
C 1.01 -1.92 0.02
C 0.61 -3.64 5.26
C -0.53 -3.59 4.46
H -5.17 0.11 0.81
H -3.94 1.11 2.72
S 2.49 3.37 0.29
H -1.56 -1.75 -0.53
H 0.70 0.89 -6.73
C -1.73 4.21 -0.82
C -3.44 -0.87 0.02
C 1.21 0.85 -5.76
C 1.67 -2.00 3.85
Cl -1.22 2.66 -0.13
C 1.28 -4.03 -1.11
C -0.50 -0.58 -4.59
C -1.39 -0.56 1.24
Cr 1.93 1.28 0.98
C -0.28 1.63 -3.95
C 1.80 -3.36 -2.21
C 1.93 -1.98 -2.20
N 0.04 5.40 4.36
H -3.97 -1.31 -0.81
As 0.52 -0.78 1.49
C 1.54 -1.24 -1.08
H 0.64 -4.29 6.12
C 0.89 -3.30 0.01
*
```

Properties
Kohn-Sham gap (alpha / beta) ... 0.267 / 0.277 Ha
LUMO (alpha / beta) ... 0.0686 / 0.0787 Ha
Expectation value of S² ... 0.773
E ... -7148.66747 Ha
E_HOMO (alpha / beta) ... -5.400 / -5.381 eV

Molecular formula: C15H21BClN3O5
Method: DFT, ωB97M-V with the def2-TZVPD basis set

```
! RIJCOSX wB97M-V def2-TZVPD def2/J DEFGRID3
* xyz 0 1
H 3.39 -1.33 1.34
C -2.30 0.27 1.52
C 0.25 -1.09 -2.28
H 1.67 0.01 -0.09
H 3.22 -3.07 0.96
C -1.62 -0.71 -0.60
H -3.83 -1.71 3.79
C 0.80 2.34 -1.08
C 0.62 1.37 -2.25
C 1.40 -0.06 -2.20
H -1.27 1.12 -3.31
O 0.93 -0.70 1.73
C -1.97 1.35 2.34
H 3.07 0.50 -1.00
C -3.33 -0.84 3.37
H 0.49 2.88 -3.51
H -0.48 -2.53 0.34
H -3.21 -1.64 1.39
N -1.75 0.37 0.24
H 2.47 -2.43 -1.32
H 0.45 -1.97 -1.63
H 2.02 3.57 -0.25
C 2.93 -1.65 -0.71
H 0.13 -1.53 -3.27
H 2.01 2.28 -3.33
O 2.02 2.93 -1.00
H 2.08 -0.16 -3.07
O -0.12 2.57 -0.34
N -1.00 -0.40 -1.85
C -0.88 0.99 -2.32
C 2.28 -0.27 -0.97
N 1.03 2.04 -3.48
H -1.36 2.16 1.93
O -1.94 -1.85 -0.30
H 0.00 -0.45 1.48
C 2.86 -2.07 0.77
H -2.09 2.11 4.36
H -1.23 1.19 0.02
H 3.99 -1.66 -1.00
O 0.45 -2.80 0.53
H -1.55 1.61 -1.73
C -3.02 -0.79 2.02
Cl -3.58 0.37 5.81
C -2.31 1.32 3.66
C -3.05 0.27 4.18
B 1.33 -1.91 1.09
*
```

Properties
Kohn-Sham gap ... 0.317 Ha
LUMO ... 0.0075 Ha
SMILES string ... N[C@@]1(C(=O)O)CN(C(=O)Nc2ccc(Cl)cc2)C[C@@H]1CCCB(O)O
E ... -1609.84619 Ha
E_HOMO ... -8.432 eV

Molecular formula: H15O7
Method: DFT, ωB97M-V with the def2-TZVPD basis set

```
! RIJCOSX wB97M-V def2-TZVPD def2/J DEFGRID3
* xyz 1 1
H 1.23 -1.81 2.58
H -0.53 1.75 2.11
H 0.18 -0.88 -0.54
O 0.37 1.95 2.17
H 0.07 3.15 -0.51
H 2.60 -1.53 -2.08
H 0.07 0.48 -0.60
H 1.87 -1.88 -3.34
H -2.32 1.55 0.82
H -0.12 -1.11 3.07
O -2.03 0.91 1.55
H -2.24 -0.02 1.27
H -1.11 2.69 -1.59
O 0.61 -1.07 2.45
O 2.51 -2.23 -2.84
H 0.29 -0.18 0.88
H 0.58 1.71 3.09
O -0.24 2.42 -1.17
O 0.49 -0.19 -0.10
H -0.45 -1.53 -3.09
H -1.12 -2.52 -1.93
O -0.74 -1.66 -2.20
*
```

Properties
Kohn-Sham gap ... 0.402 Ha
LUMO ... -0.1326 Ha
E ... -535.36740 Ha
E_HOMO ... -14.557 eV

Molecular formula: C2H23NO11
Method: DFT, ωB97M-V with the def2-TZVPD basis set

```
! RIJCOSX wB97M-V def2-TZVPD def2/J DEFGRID3
* xyz 0 1
O -0.50 4.32 1.45
O 0.21 -0.82 2.66
H 0.87 -0.32 2.12
O -2.05 0.74 2.99
O -3.44 0.03 -0.08
O -0.41 -1.87 -0.22
H -2.73 0.00 2.81
H -1.28 0.14 2.97
O 2.71 -2.71 -1.16
H 1.51 2.33 -2.57
H 3.19 -3.43 -1.58
H -3.73 -0.76 -3.41
O -3.20 -0.95 -2.64
H -0.66 5.14 0.96
C 1.89 0.27 -0.52
H 0.00 -1.61 2.17
H 0.40 3.99 1.34
H -1.34 2.76 0.93
H -2.53 0.37 0.00
H 2.66 -2.89 -0.19
H -3.16 -0.35 -1.89
H 2.48 -2.49 2.39
O 1.97 -0.11 0.64
H -3.35 -0.93 0.04
O -1.17 1.81 0.76
H 1.93 -1.79 1.06
H 1.57 0.72 -3.09
N 0.84 0.91 -1.08
C 0.93 1.35 -2.45
O 2.30 -2.63 1.45
H 0.05 1.19 -0.48
H 0.27 -2.56 -0.19
H 3.37 -0.73 -1.22
H -0.09 1.36 -2.93
H -0.79 -1.96 -1.12
O 2.91 0.12 -1.41
H -1.66 1.36 1.47
*
```

Properties
Kohn-Sham gap ... 0.374 Ha
LUMO ... 0.0133 Ha
SMILES string ... CNC(=O)O.O.O.O.O.O.O.O.O.O
E ... -972.44209 Ha
E_HOMO ... -9.807 eV

Molecular formula: C3H8N3O
Method: DFT, ωB97M-V with the def2-TZVPD basis set

```
! RIJCOSX wB97M-V def2-TZVPD def2/J DEFGRID3
* xyz 1 1
N -1.11 -1.82 0.09
H 1.52 0.01 -1.23
H -0.10 -1.76 0.02
H -2.46 2.06 -0.14
C 1.11 0.16 0.81
O 3.20 -0.14 -0.31
N -1.57 -0.51 -0.25
H -0.77 2.58 0.24
H -1.51 -2.22 -0.76
H -2.52 -0.71 -0.63
C 1.88 0.06 -0.26
N -1.43 1.84 -0.02
H 3.57 -0.22 0.52
C -0.99 0.60 -0.01
H 1.17 0.05 1.94
*
```

Properties
Kohn-Sham gap ... 0.339 Ha
LUMO ... -0.1749 Ha
E ... -358.19223 Ha
E_HOMO ... -13.978 eV

Molecular formula: C26H37N3O5PTi
Method: DFT, ωB97M-V with the def2-TZVPD basis set

```
! RIJCOSX wB97M-V def2-TZVPD def2/J DEFGRID3
* xyz 0 2
H 2.23 1.76 3.34
C -0.92 -0.22 -2.48
O 1.01 -2.07 -0.51
H 3.98 -3.10 0.82
H 0.49 0.41 4.27
C -0.49 0.11 -3.78
C 1.24 1.87 2.89
C -1.54 4.06 -1.88
H 6.29 0.23 0.38
C 1.45 2.22 1.41
H 1.91 3.22 1.33
H -2.70 1.51 2.99
H 1.22 -3.96 0.56
N -0.89 0.48 2.68
H 5.19 -1.08 -2.47
C -1.96 -1.19 -2.34
C 0.62 -1.53 0.51
C -2.53 -1.74 -3.50
N 0.19 2.18 0.69
H -3.19 -2.48 -1.17
H -0.72 4.73 -2.08
C 3.91 -2.72 -0.20
C -1.42 3.13 -0.84
H 2.03 -3.79 2.14
H 2.89 -2.84 -0.55
O -0.37 0.37 -1.45
C -2.83 -1.12 2.47
H 0.32 0.82 -3.86
O -2.43 1.40 0.45
H 4.64 0.56 -2.03
C 5.96 -0.81 0.46
H -2.74 4.81 -3.49
C -2.44 -1.69 -1.08
C 0.51 0.55 3.18
C -2.49 2.24 -0.55
H -4.46 1.64 -1.15
H 3.45 -0.70 -2.43
Ti -0.73 0.25 0.37
H 6.67 -1.46 -0.05
H 0.75 2.69 3.40
C -1.07 -0.47 -4.89
P 4.29 -0.96 -0.21
H 4.60 -3.29 -0.84
H -0.83 -1.55 3.15
H -1.47 1.80 4.23
H -1.98 -2.85 1.50
O 0.67 -2.30 1.69
H -3.62 -2.45 0.96
C -2.65 -2.02 1.24
C -2.10 -1.39 -4.76
C -3.72 3.22 -2.40
H -3.46 -1.68 3.17
H -0.71 -0.19 -5.87
H -1.35 2.55 2.61
C -0.18 3.12 -0.09
H -3.39 -0.23 2.17
C 1.09 -3.66 1.60
H -1.78 -0.57 4.27
C -1.55 -0.73 3.21
C 4.42 -0.51 -1.96
O 3.29 -0.14 0.52
C -2.67 4.10 -2.67
H 2.12 1.48 0.96
H 1.06 -0.28 2.74
H -4.61 3.25 -3.01
H 5.94 -1.07 1.52
H -2.56 -1.83 -5.64
N -2.07 -1.33 0.10
H 0.47 4.00 -0.22
H -3.32 -2.47 -3.38
C -1.64 1.65 3.16
C -3.64 2.32 -1.36
H 0.33 -4.29 2.08
*
```

Properties
Kohn-Sham gap (alpha / beta) ... 0.267 / 0.288 Ha
LUMO (alpha / beta) ... 0.0153 / 0.0125 Ha
Expectation value of S² ... 0.753
E ... -2744.37570 Ha
E_HOMO (alpha / beta) ... -6.850 / -7.507 eV

Molecular formula: C14H17CaN3S
Method: DFT, ωB97M-V with the def2-TZVPD basis set

```
! RIJCOSX wB97M-V def2-TZVPD def2/J DEFGRID3
* xyz 0 1
C 1.95 3.03 -1.05
C -0.47 2.78 -2.87
H 1.86 3.71 -1.90
C -1.89 -2.69 2.78
H -1.83 -2.59 0.67
H 0.07 -2.79 4.79
C -1.56 2.45 -3.68
H -2.83 -0.17 -1.88
N -0.73 -2.13 2.83
N -1.11 0.96 -1.48
C -2.45 1.41 -3.38
H -3.32 1.14 -4.00
C 3.09 2.11 0.91
H 0.85 -3.24 -0.40
H 3.85 3.71 -0.33
H 0.95 -1.50 3.90
H 1.94 0.50 1.91
C 0.34 -2.42 3.79
H -2.37 -4.16 1.30
H 3.92 2.07 1.61
S -3.00 -3.13 3.98
C 0.92 2.12 -0.84
H -1.74 3.07 -4.55
C -2.19 0.66 -2.23
C 2.01 1.24 1.09
H 1.05 -3.14 3.34
C -2.43 -3.09 1.43
C -0.23 1.96 -1.77
C 3.03 3.02 -0.16
Ca -0.28 -0.55 0.03
C 1.24 -2.24 -0.63
H 0.25 3.58 -3.06
N 0.97 1.28 0.23
H 2.11 -2.02 0.00
H -3.48 -2.77 1.32
H 1.50 -2.16 -1.69
*
```

Properties
Kohn-Sham gap ... 0.144 Ha
LUMO ... -0.0690 Ha
E ... -1783.66071 Ha
E_HOMO ... -5.792 eV